[1]
Molecular formula: C18H15N5OOsS2Se
Method: DFT, wB97M-V/def2-TZVPD

M (g mol⁻¹): 650.68
Energy (eV): -117876.29621
E_HOMO (alpha / beta) (eV): -14.31 / -14.31
ΔE to the lowest compared entry with this formula, charge and spin (kJ/mol): 23.3
Largest force on an atom (eV Å⁻¹): 0.6
Total charge: +2

XYZ file:
```
43
Properties=species:S:1:pos:R:3:forces:R:3
Os -0.5366 0.3445 0.1421 0.3 0.0 -0.1
O 1.5876 0.5319 -0.5305 0.0 0.0 0.0
C 2.0602 1.8897 -0.6358 0.0 0.0 0.0
C 0.9406 2.8544 -0.3646 0.0 0.0 0.0
C 1.1614 4.2104 -0.4792 0.0 0.0 0.0
C 0.1217 5.0936 -0.2318 0.0 0.0 0.0
C -1.1243 4.5942 0.1243 0.0 0.0 0.0
C -1.2879 3.2354 0.2307 0.0 0.0 0.0
N -0.2737 2.3675 -0.0137 0.0 0.0 0.0
H 2.2352 -0.0029 -0.0555 0.0 0.0 0.0
H 2.4471 2.0445 -1.6435 0.0 0.0 0.0
H 2.8701 2.0581 0.0753 0.0 0.0 0.0
H 2.1427 4.5708 -0.7582 0.0 0.0 0.0
H 0.2841 6.1602 -0.3126 0.0 0.0 0.0
H -1.9600 5.2477 0.3280 0.0 0.0 0.0
H -2.2271 2.7961 0.5312 0.0 0.0 0.0
S -2.6466 0.2439 1.1074 -0.1 -0.2 0.3
C -1.8885 -0.6078 2.4402 0.1 0.3 -0.5
S -0.1612 -0.6636 2.0210 -0.2 0.0 0.1
C -2.4137 -1.1370 3.5508 -0.1 -0.2 0.2
C -1.5610 -1.7914 4.5005 -0.2 0.1 0.1
N -0.8601 -2.2850 5.2642 0.1 0.0 -0.1
C -3.8228 -1.0468 3.7928 0.1 0.0 0.1
N -4.9500 -0.9380 3.9799 0.0 0.0 -0.1
C 0.3419 -0.7800 -4.4949 0.0 0.0 0.0
N 0.8919 -1.6453 -3.4546 0.0 0.0 0.0
C 0.4091 -1.8490 -2.2329 0.0 0.0 0.0
Se -1.2178 -1.1549 -1.4963 0.0 0.0 0.0
N 1.1833 -2.7383 -1.5985 0.0 0.0 0.0
C 2.2153 -3.1426 -2.4416 0.0 0.0 0.0
C 3.2574 -4.0484 -2.2757 0.0 0.0 0.0
C 4.0973 -4.2078 -3.3575 0.0 0.0 0.0
C 3.9113 -3.4960 -4.5562 0.0 0.0 0.0
C 2.8758 -2.6003 -4.7191 0.0 0.0 0.0
C 2.0275 -2.4413 -3.6276 0.0 0.0 0.0
H -0.5651 -0.3063 -4.1315 0.0 0.0 0.0
H 0.1072 -1.3822 -5.3702 0.0 0.0 0.0
H 1.0748 -0.0206 -4.7596 0.0 0.0 0.0
H 0.9666 -3.1277 -0.6928 0.0 0.0 0.0
H 3.3960 -4.6058 -1.3597 0.0 0.0 0.0
H 4.9204 -4.9052 -3.2878 0.0 0.0 0.0
H 4.5985 -3.6632 -5.3738 0.0 0.0 0.0
H 2.7323 -2.0623 -5.6457 0.0 0.0 0.0
```
Forces are in eV/Å.

***

[2]
Molecular formula: C18H52N6O6
Method: DFT, wB97M-V/def2-TZVPD

M (g mol⁻¹): 448.65
Energy (eV): -40722.82661
Multiplicity: 2
E_HOMO (alpha / beta) (eV): -11.22 / -11.22
ΔE to the lowest compared entry with this formula, charge and spin (kJ/mol): 0.0
Largest force on an atom (eV Å⁻¹): 5.4
Total charge: +1

XYZ file:
```
82
Properties=species:S:1:pos:R:3:forces:R:3
C -2.7489 0.6748 -3.9852 -0.2 0.7 1.0
O -2.1503 -0.3830 -3.2595 0.0 -0.1 -0.2
H -2.1602 1.1285 -4.7824 0.0 -0.9 -0.7
H -3.7641 0.3543 -4.2195 0.2 0.3 -0.5
H -2.7819 1.5456 -3.3304 -0.7 0.3 0.4
H -1.4510 0.0342 -2.7509 0.7 -0.3 0.3
C 0.9124 0.3820 -1.2968 0.2 -0.8 1.3
O -0.3138 0.4303 -1.2621 -2.2 1.1 -0.6
N 1.5178 -0.7352 -1.0099 -0.1 -5.3 0.9
N 1.8289 1.2625 -1.4317 0.9 4.8 -1.5
H 2.4657 -0.8225 -0.6724 -0.3 0.1 -0.2
H 0.8550 -1.4792 -0.8448 0.6 -0.3 0.2
H 2.7942 0.9961 -1.2999 0.1 0.2 0.0
H 1.5957 2.2251 -1.6298 -0.1 0.1 0.1
C -0.9796 -3.5962 -0.4054 -0.8 -0.1 -1.0
C -1.0526 -4.8252 0.4633 -0.9 -1.6 0.8
C -2.3193 -4.7309 1.3168 0.9 -0.1 1.3
O -2.4731 -5.8121 2.2360 0.1 -0.3 -0.8
C -3.7033 -5.7195 2.9443 0.8 -0.4 -0.1
N -1.0962 -6.0345 -0.3618 0.2 0.2 -0.9
H -0.2352 -3.7192 -1.1921 0.2 0.3 0.2
H -1.0402 -2.5912 0.0120 0.9 -0.2 0.7
H -1.9356 -3.5555 -0.9274 -0.2 -0.4 -0.5
H -0.2069 -5.0009 1.1281 0.1 0.5 0.1
H -3.1948 -4.6452 0.6732 -0.2 0.2 0.0
H -2.1271 -3.8829 1.9740 -0.7 0.9 -0.1
H -3.7622 -6.5576 3.6387 0.1 0.0 -0.1
H -4.5356 -5.8066 2.2459 -0.2 0.4 0.1
H -3.6881 -4.8031 3.5343 -0.5 0.2 0.0
H -1.7040 -5.9001 -1.1572 0.0 0.2 -0.3
H -1.4874 -6.8398 0.1057 0.2 0.1 0.6
C 0.7157 3.8394 0.6783 0.4 0.4 0.1
C -0.3416 4.5542 -0.2038 2.8 1.5 1.2
C 0.2581 4.9386 -1.6013 -0.1 0.6 0.2
O 0.9694 3.8446 -2.1040 0.4 -1.2 -0.1
C 1.6643 3.9323 -3.3384 -0.6 1.0 -0.2
N -1.4108 3.6519 -0.2447 -1.2 -1.3 -1.6
H 1.2568 3.0806 0.1131 -0.1 0.1 0.1
H 0.2459 3.3192 1.5130 -0.3 0.1 0.0
H 1.4579 4.5006 1.1257 0.0 0.2 -0.2
H -0.6668 5.4454 0.3330 0.1 0.4 -0.3
H 0.9032 5.8172 -1.5955 0.4 0.1 0.7
H -0.5009 5.2547 -2.3168 -0.7 -0.3 0.0
H 2.2370 3.0194 -3.5019 0.0 0.1 0.2
H 2.2885 4.8254 -3.3690 0.4 -0.1 0.2
H 0.9808 4.0738 -4.1757 -0.3 -0.3 -0.1
H -0.9194 2.8816 -0.6750 -0.4 -1.3 0.0
H -1.9592 3.9612 -1.0345 -1.0 0.1 -0.1
C -4.3593 -1.1143 0.1814 -1.2 -1.4 0.6
C -3.6361 -0.1008 1.0282 -1.9 -0.8 -2.0
C -2.5606 -0.6852 2.0130 -0.5 -0.7 0.1
O -2.0151 0.3511 2.6786 1.9 1.5 0.9
C -1.1445 -0.0159 3.7659 0.2 0.0 0.6
N -3.1048 0.7378 -0.0293 3.6 -1.1 3.4
H -4.6626 -1.9670 0.7888 -0.2 -0.1 -0.1
H -3.7862 -1.4870 -0.6676 0.4 0.0 0.2
H -5.2399 -0.6580 -0.2707 -0.1 -0.1 0.2
H -4.3356 0.4752 1.6340 0.1 0.1 0.3
H -1.8647 -1.3929 1.5625 0.4 0.3 -0.7
H -3.0601 -1.3028 2.7594 -1.1 -0.3 -0.3
H -0.6153 0.8509 4.1617 -0.3 0.3 -0.5
H -0.3691 -0.7493 3.5444 -0.1 -0.1 -0.8
H -1.6862 -0.4340 4.6143 -0.5 0.0 -0.1
H -2.2708 1.0828 0.4241 0.5 2.6 0.1
H -2.6086 0.1934 -0.7204 -0.7 -0.2 -2.2
C 3.7900 2.2491 1.4898 0.1 0.0 0.5
C 4.1993 0.7888 1.6004 -0.8 1.5 -2.6
C 4.9621 0.3500 0.3084 1.2 -1.0 2.2
O 4.3679 0.5811 -0.8983 -1.4 0.6 -1.3
C 4.9235 0.0416 -2.0918 0.1 0.2 -0.2
N 4.9900 0.6279 2.7550 1.2 -1.1 1.2
H 3.0002 2.3803 2.2294 0.1 0.6 0.1
H 3.4191 2.5823 0.5205 0.1 -0.3 0.0
H 4.6848 2.8083 1.7633 -0.2 0.5 -0.1
H 3.2415 0.2799 1.7091 0.2 -0.8 -0.1
H 5.1354 -0.7077 0.5068 0.2 -0.6 -0.5
H 5.9483 0.8130 0.3425 0.2 0.3 0.0
H 4.4828 0.5138 -2.9698 -0.4 0.4 0.3
H 4.6522 -1.0089 -2.1968 0.6 -0.2 0.2
H 5.9777 0.3040 -2.1797 0.2 -0.6 0.3
H 5.5608 -0.2033 2.6967 -0.4 -0.9 0.1
H 5.7466 1.2829 2.8909 -0.4 1.0 -0.3
```
Forces are in eV/Å.

***

[3]
Molecular formula: C32H55O7S
Method: DFT, wB97M-V/def2-TZVPD

M (g mol⁻¹): 583.85
Energy (eV): -59236.64143
E_HOMO (eV): -11.25
ΔE to the lowest compared entry with this formula, charge and spin (kJ/mol): 0.0
Largest force on an atom (eV Å⁻¹): 1.2
Total charge: +1

XYZ file:
```
95
Properties=species:S:1:pos:R:3:forces:R:3
C 3.2292 1.9253 0.5141 0.2 0.1 -0.2
C 2.6834 1.8156 1.7068 0.1 0.0 -0.2
S 1.2797 0.7811 2.0111 -0.1 0.4 0.6
C 0.2152 0.9819 0.5738 -0.2 0.5 -0.4
C -1.1047 1.6795 0.9251 -0.2 0.0 -0.2
C -2.2448 1.0055 0.1593 -0.3 0.3 0.2
C -3.6337 1.2131 0.7862 0.2 -0.4 0.1
C -4.3994 -0.1041 0.8561 -0.1 -0.3 -0.2
C -4.5230 -0.8176 -0.4916 -0.5 0.1 0.1
O -4.7563 -2.2298 -0.3327 0.0 0.3 0.3
C -3.5985 -2.9550 -0.3155 -0.3 0.1 0.5
C -2.9877 -3.2559 1.0156 -0.2 0.1 0.4
O -3.1210 -3.3497 -1.3256 0.4 -0.4 -1.1
C 1.9331 -0.9054 2.0326 -0.4 -0.5 -0.3
C 1.8794 -1.6588 0.7109 0.2 0.0 0.5
C 2.3550 -3.0851 0.9525 -0.4 0.1 -0.3
O 2.6418 -0.9366 -0.2251 0.1 -0.2 0.1
C 2.6342 -1.5212 -1.5323 -0.3 0.3 -0.5
C 1.2409 -1.5380 -2.1149 -0.1 0.1 -0.1
C 0.6280 -0.3083 -2.4058 -0.1 -0.8 -0.1
C -0.6787 -0.2862 -2.8881 0.4 -0.4 0.3
C -1.3621 -1.4909 -3.0707 0.1 0.1 0.0
C -0.7521 -2.7159 -2.8081 0.4 0.4 0.0
C 0.5583 -2.7382 -2.3292 -0.2 0.7 0.0
H 2.8182 1.4506 -0.3594 0.1 -0.2 -0.1
H 4.1242 2.5129 0.3792 0.0 0.2 0.0
H 3.0424 2.3575 2.5660 0.0 -0.1 0.3
H 0.7780 1.5650 -0.1471 0.1 0.0 -0.1
H 0.0014 0.0312 0.0999 0.3 -0.3 0.2
H -1.3000 1.6772 1.9933 0.0 -0.2 0.1
H -1.0619 2.7204 0.6136 0.2 0.2 0.1
H -2.0625 -0.0686 0.1150 0.2 -0.1 0.0
H -2.2325 1.3713 -0.8651 0.0 -0.2 -0.2
H -4.2274 1.9520 0.2564 0.0 0.2 -0.1
H -3.4875 1.5573 1.8073 -0.2 0.2 0.1
H -5.4063 0.0435 1.2390 -0.1 0.1 0.1
H -3.9176 -0.7781 1.5603 0.2 0.0 0.1
H -3.6594 -0.6734 -1.1373 0.1 0.0 -0.1
H -5.3990 -0.4444 -1.0126 0.0 0.1 -0.2
H -2.0410 -2.7252 1.1039 0.2 0.0 -0.1
H -2.7974 -4.3215 1.0600 0.1 -0.1 0.1
H -3.6236 -2.9774 1.8434 -0.1 0.0 0.1
H 2.9210 -0.8865 2.4817 0.2 0.3 -0.1
H 1.2831 -1.4448 2.7184 -0.1 0.1 0.2
H 0.8252 -1.7173 0.4232 0.0 0.0 -0.3
H 3.3961 -3.1201 1.2549 0.1 0.0 0.1
H 1.7048 -3.5427 1.6938 0.1 -0.1 0.2
H 2.2159 -3.6675 0.0484 0.1 -0.1 -0.1
H 3.2566 -0.8786 -2.1496 0.2 0.1 0.1
H 3.0953 -2.5063 -1.5389 0.0 -0.1 0.1
H 1.1932 0.6013 -2.2598 0.0 0.2 -0.1
H -1.1394 0.6663 -3.1020 -0.2 0.0 -0.1
H -2.3822 -1.4699 -3.4261 -0.1 -0.1 0.0
H -1.2926 -3.6364 -2.9556 -0.1 0.0 0.0
H 1.0609 -3.6649 -2.0946 0.0 -0.2 -0.1
C 0.2949 0.9150 6.0305 0.0 0.1 -0.2
C -0.8883 0.3884 5.2566 -0.1 0.0 0.1
O -1.2239 0.8830 4.2016 0.1 -0.1 0.0
C -1.6342 -0.7762 5.8549 -0.1 0.0 -0.2
H 0.7394 1.7516 5.4953 0.0 0.0 0.0
H -0.0242 1.2528 7.0168 0.0 -0.1 0.1
H 1.0407 0.1278 6.1564 0.0 0.0 0.1
H -2.0278 -0.5027 6.8346 0.1 -0.1 0.1
H -0.9647 -1.6298 5.9740 0.0 0.0 0.1
H -2.4594 -1.0569 5.2046 0.0 0.0 0.0
C 2.6343 5.2369 -1.7142 -0.1 -0.2 0.2
C 2.2429 4.1355 -2.6680 0.0 0.1 -0.1
O 1.7704 3.0905 -2.2657 0.0 -0.2 0.2
C 2.4685 4.3984 -4.1274 -0.1 -0.4 0.0
H 2.4243 4.9306 -0.6906 0.0 0.0 0.0
H 3.6984 5.4552 -1.8174 0.0 0.1 -0.1
H 2.0699 6.1423 -1.9388 0.1 0.1 -0.1
H 3.5277 4.5814 -4.3133 -0.1 0.2 0.0
H 1.8970 5.2733 -4.4409 0.1 0.1 0.0
H 2.1455 3.5355 -4.7066 0.0 0.0 0.0
C 7.4925 4.6905 -4.1290 -0.2 0.0 0.1
C 6.5606 5.1539 -5.2213 0.0 0.0 0.0
O 5.3892 5.3749 -5.0051 0.1 0.0 0.0
C 7.1551 5.3307 -6.5943 -0.2 0.1 0.0
H 6.9446 4.6041 -3.1932 0.0 0.0 0.0
H 7.9176 3.7198 -4.3878 0.1 0.0 0.0
H 8.3052 5.4069 -4.0029 0.1 -0.1 -0.1
H 7.5670 4.3842 -6.9475 0.1 0.0 0.0
H 7.9553 6.0713 -6.5622 0.1 -0.1 0.0
H 6.3852 5.6658 -7.2847 0.0 0.0 0.0
C -5.8733 -6.7940 3.6412 0.2 0.1 0.1
C -5.8128 -5.4382 2.9840 0.0 0.0 0.0
O -4.8312 -4.7336 3.0711 0.0 0.0 0.0
C -7.0301 -4.9987 2.2099 0.1 0.2 0.0
H -4.9393 -6.9895 4.1625 0.0 0.0 0.0
H -6.6967 -6.8257 4.3559 -0.1 -0.1 -0.1
H -6.0329 -7.5672 2.8883 -0.1 0.0 0.0
H -7.8984 -4.9606 2.8693 0.0 -0.1 0.0
H -7.2337 -5.7036 1.4026 -0.1 -0.1 0.1
H -6.8577 -4.0116 1.7863 0.0 0.0 0.0
```
Forces are in eV/Å.